# 1
DFT (ωB97M-V/def2-TZVPD) results for a single C19H11ClF6N4O5S2 molecule at a distorted geometry.

Properties
Gap between HOMO and LUMO = 8.3 eV
SMILES = O=C(NC(Nc1ncc(S(=O)(=O)c2ccc([N+](=O)[O-])cc2)s1)(C(F)(F)F)C(F)(F)F)c1ccc(Cl)cc1
Multiplicity = 1

```
48
Properties=species:S:1:pos:R:3:nbo_charge:R:1
O -0.8336 -0.6465 1.7846 -0.579
C -0.7117 -1.0736 0.6648 0.691
N -1.7711 -1.1120 -0.2308 -0.651
C -3.1027 -0.6688 0.0824 0.134
N -3.1869 0.6244 0.7006 -0.605
C -2.2511 1.6105 0.5687 0.291
N -2.2003 2.6058 1.3871 -0.487
C -1.1970 3.4541 1.0814 0.034
C -0.4707 3.1283 -0.0201 -0.618
S -1.0597 1.6625 -0.7247 0.400
S 1.1025 3.7517 -0.5446 2.209
O 1.3983 4.9149 0.2362 -0.917
O 1.1573 3.8317 -1.9737 -0.924
C 2.1571 2.3868 -0.0085 -0.284
C 2.0962 1.9774 1.3120 -0.193
C 2.8803 0.9173 1.7269 -0.187
C 3.7202 0.3031 0.8051 0.097
C 3.7810 0.7152 -0.5206 -0.201
C 2.9799 1.7661 -0.9298 -0.193
H 2.9809 2.1231 -1.9474 0.253
H 4.4516 0.2139 -1.2016 0.256
N 4.5609 -0.7917 1.2406 0.514
O 5.3724 -1.2197 0.4522 -0.366
O 4.3945 -1.2130 2.3627 -0.376
H 2.8600 0.5633 2.7460 0.257
H 1.4456 2.4907 2.0022 0.244
H -1.0238 4.3197 1.6932 0.237
H -3.6624 0.6817 1.5939 0.439
C -3.8995 -0.6408 -1.2656 0.966
F -3.2009 -0.0114 -2.2137 -0.315
F -5.0603 -0.0141 -1.1418 -0.293
F -4.1348 -1.8735 -1.7214 -0.313
C -3.8031 -1.7114 1.0228 0.973
F -3.5007 -1.5101 2.2995 -0.301
F -3.4277 -2.9489 0.7056 -0.305
F -5.1327 -1.6534 0.9278 -0.310
H -1.6168 -1.5377 -1.1330 0.429
C 0.5437 -1.6129 0.0931 -0.189
C 0.9168 -1.3877 -1.2310 -0.190
C 2.0871 -1.9310 -1.7233 -0.227
C 2.8814 -2.7238 -0.9018 -0.029
C 2.5284 -2.9365 0.4257 -0.258
C 1.3725 -2.3663 0.9220 -0.096
H 1.0888 -2.5142 1.9523 0.234
H 3.1569 -3.5391 1.0624 0.246
Cl 4.3189 -3.4238 -1.5284 0.046
H 2.3829 -1.7551 -2.7449 0.234
H 0.3146 -0.7605 -1.8718 0.224
```

=====

# 2
DFT (ωB97M-V/def2-TZVPD) results for 2 unconnected molecules or ions with the total composition H3O4PSi at a distorted geometry.

Properties
Gap between HOMO and LUMO = 5.5 eV
Multiplicity = 1
Charge = -2

```
9
Properties=species:S:1:pos:R:3:nbo_charge:R:1
O 2.4079 1.2545 1.0807 -1.075
O 2.5734 0.4888 -1.3785 -1.267
O 2.9930 -1.2517 0.5306 -1.229
O -2.0810 -0.3730 -0.0076 -1.320
Si -0.9392 0.6565 0.1168 1.275
P 2.1429 -0.1300 -0.0142 1.719
H 2.3520 1.8888 0.4189 0.452
H -0.9851 1.2204 1.5188 -0.293
H -0.3833 1.5127 -0.8549 -0.262
```

=====

# 3
DFT (ωB97M-V/def2-TZVPD) results for a single C16H24N2O3 molecule.

Properties
Gap between HOMO and LUMO = 9.2 eV
SMILES = Cc1cc(C)c(NC(=O)OCCN2CCOCC2)c(C)c1
Multiplicity = 1

```
45
Properties=species:S:1:pos:R:3:nbo_charge:R:1
C 3.5211 4.6202 2.1741 -0.625
C 2.7701 3.6278 1.3391 -0.002
C 1.3958 3.4876 1.4737 -0.220
C 0.6903 2.5534 0.7339 -0.021
C 1.3831 1.7440 -0.1708 0.176
C 2.7605 1.8813 -0.3440 -0.007
C 3.4317 2.8199 0.4278 -0.212
H 4.4999 2.9276 0.3039 0.204
C 3.5022 1.0555 -1.3459 -0.642
H 4.4972 1.4589 -1.5146 0.212
H 2.9630 1.0268 -2.2918 0.217
H 3.5926 0.0309 -0.9872 0.252
N 0.6470 0.8064 -0.9353 -0.651
C 0.8341 -0.5347 -0.9311 0.894
O 1.7218 -1.1393 -0.3867 -0.647
O -0.1545 -1.1176 -1.6603 -0.533
C -0.1382 -2.5390 -1.7158 -0.097
H 0.8778 -2.8802 -1.9401 0.203
C -0.5926 -3.2026 -0.4017 -0.237
N -1.9368 -2.9336 0.0506 -0.448
C -2.1868 -1.5766 0.4984 -0.255
C -3.5264 -1.5598 1.2369 -0.072
O -4.5733 -1.9927 0.3994 -0.523
C -4.3191 -3.2920 -0.0817 -0.070
C -2.9950 -3.3537 -0.8475 -0.253
H -2.8040 -4.3789 -1.1709 0.203
H -3.0716 -2.7030 -1.7356 0.167
H -5.1577 -3.5463 -0.7323 0.191
H -4.2782 -3.9991 0.7602 0.166
H -3.7862 -0.5476 1.5525 0.190
H -3.4586 -2.2144 2.1186 0.165
H -1.3854 -1.2728 1.1757 0.206
H -2.2404 -0.8663 -0.3438 0.174
H -0.4977 -4.2842 -0.5355 0.202
H 0.0926 -2.8932 0.3914 0.222
H -0.8043 -2.7957 -2.5412 0.191
H -0.2346 1.1206 -1.3150 0.410
C -0.7945 2.4087 0.8983 -0.636
H -1.1431 3.0054 1.7369 0.223
H -1.0646 1.3683 1.0766 0.219
H -1.3184 2.7464 0.0025 0.211
H 0.8640 4.1140 2.1759 0.203
H 4.4290 4.9434 1.6705 0.216
H 3.8053 4.1662 3.1239 0.221
H 2.9061 5.4911 2.3890 0.215
```

=====

# 4
DFT (ωB97M-V/def2-TZVPD) results for 2 unconnected molecules or ions with the total composition C5H11FN2O at a distorted geometry.

Properties
Gap between HOMO and LUMO = 8.5 eV
Multiplicity = 1

```
20
Properties=species:S:1:pos:R:3:nbo_charge:R:1
C 1.1503 0.8219 -0.2022 0.512
C 2.2372 1.0903 0.8762 -0.706
C 0.1721 -1.2031 -1.6178 -0.673
C -0.9185 -0.5783 1.0027 -0.139
C 0.8365 -0.6522 -0.3672 0.258
N -2.4613 1.0197 0.2013 -0.664
N -2.1061 -0.2700 0.3759 -0.439
O 0.4039 1.6587 -0.6934 -0.618
F 1.6798 -1.5603 0.2505 -0.370
H 2.1719 0.3226 1.5600 0.226
H 3.2042 1.0702 0.3042 0.237
H 2.0123 2.0147 1.3994 0.228
H -0.1780 -2.1513 -1.4153 0.214
H -0.6231 -0.5410 -1.8878 0.228
H 0.8779 -1.1823 -2.4010 0.223
H -0.8788 -1.6579 1.1876 0.191
H -0.5644 0.0854 1.8902 0.203
H -1.9399 1.6016 -0.3785 0.371
H -2.6302 1.4722 1.0667 0.352
H -2.1520 -0.9288 -0.3583 0.368
```

=====

# 5
DFT (ωB97M-V/def2-TZVPD) results for a molecular structure, C27H33FN7S4SiTi at a distorted geometry.

Properties
Gap between HOMO and LUMO (alpha / beta) = 6.0 / 6.8 eV
Multiplicity = 3
Charge = -1
Expectation value of S² = 2.0152

```
74
Properties=species:S:1:pos:R:3:lowdin_spin:R:1
Ti 0.4229 0.1140 0.0628 0.950
C 0.5798 -4.0590 -0.1105 0.033
C 0.1767 -2.6275 -0.2834 0.237
N 0.2783 -1.7631 0.7482 0.175
N 0.8236 -2.2868 1.9088 0.013
C 0.2371 -2.2924 3.1190 0.004
N 1.1299 -2.5196 4.1453 0.001
S -1.3902 -2.2161 3.4074 0.010
C -0.3582 -2.0919 -1.4761 0.095
C -0.6496 -2.8486 -2.6292 0.066
C -1.2103 -2.2507 -3.7281 0.049
C -1.4897 -0.8814 -3.6826 0.111
C -1.1855 -0.1891 -2.5294 0.022
N -0.6272 -0.7340 -1.4447 0.131
H 0.1212 -4.4620 0.7945 0.007
H 1.6654 -4.1542 -0.0086 0.011
H 0.2667 -4.6648 -0.9555 0.000
H 1.8092 -2.5086 1.8707 0.003
H 2.0204 -2.0453 4.0786 0.000
H 0.6870 -2.4449 5.0449 0.000
H -0.4366 -3.9073 -2.6450 0.003
H -1.4369 -2.8345 -4.6114 0.001
H -1.9107 -0.3567 -4.5283 0.007
H -1.4013 0.8669 -2.4834 -0.001
C 4.4073 1.6281 1.2276 0.000
Si 3.2698 0.1994 1.7296 0.004
C 3.6682 -1.3006 0.6176 0.004
C 3.8879 -0.3696 3.4597 0.001
N 1.5886 0.5426 1.6946 0.012
C 0.9102 1.2571 2.6385 0.005
C 1.4833 2.0123 3.6837 0.000
C 0.7096 2.6579 4.6326 0.000
C -0.6764 2.6032 4.5889 0.000
C -1.2845 1.8967 3.5587 0.000
C -0.4968 1.2653 2.6341 0.002
F -1.1338 0.5684 1.6124 0.013
H 5.4490 1.2964 1.2023 0.000
H 4.3345 2.4656 1.9263 0.000
H 4.1385 1.9927 0.2350 0.000
H 4.0710 -2.1456 1.1838 0.000
H 4.4195 -1.0168 -0.1220 0.000
H 2.7997 -1.6378 0.0500 0.002
H 4.8762 0.0504 3.6638 0.000
H 3.9921 -1.4569 3.5168 0.000
H 3.2244 -0.0425 4.2640 0.000
H 2.5629 2.0898 3.7245 0.000
H 1.1957 3.2187 5.4228 0.000
H -1.2792 3.0959 5.3396 0.000
H -2.3607 1.8195 3.4752 0.000
S 2.1547 0.4059 -1.5921 0.001
C 1.3098 1.5531 -2.6188 0.006
C 1.5554 1.5479 -3.9945 0.000
C 0.9265 2.4415 -4.8443 0.003
C 0.0588 3.3925 -4.3223 -0.001
C -0.1946 3.4155 -2.9607 0.002
C 0.3934 2.4895 -2.0935 0.001
S -0.0747 2.4724 -0.4004 0.007
H 2.2475 0.8101 -4.3819 0.000
H 1.1097 2.3913 -5.9114 0.000
H -0.4252 4.1110 -4.9738 0.000
H -0.8710 4.1509 -2.5407 0.000
C -5.8236 -1.2472 -1.9252 0.000
N -4.9071 -0.1797 -1.6242 0.000
C -4.9346 1.1008 -2.1572 0.001
C -3.9324 1.7939 -1.5906 0.000
N -3.2998 0.9457 -0.7065 0.000
C -3.8756 -0.2895 -0.7216 0.000
S -3.4498 -1.6317 0.1586 0.003
H -5.6757 -1.6221 -2.9400 0.000
H -6.8549 -0.9092 -1.8128 0.000
H -5.6161 -2.0473 -1.2167 0.000
H -5.6644 1.3939 -2.8908 0.000
H -3.6022 2.8073 -1.7335 0.000
H -2.4330 1.1707 -0.2291 0.001
```

=====

# 6
DFT (ωB97M-V/def2-TZVPD) results for a molecular structure, C20H23BeClN2 at a distorted geometry.

Properties
Gap between HOMO and LUMO (alpha / beta) = 6.5 / 6.4 eV
Multiplicity = 1

```
47
Properties=species:S:1:pos:R:3:nbo_charge:R:1
C 2.1251 -0.0555 2.3557 -1.293
C 4.1491 0.3115 0.3316 -1.315
H 1.0013 -0.0789 2.2566 0.191
H 2.6211 0.8086 2.8505 0.224
H 2.6347 -1.0144 2.6245 0.227
H 4.5062 1.1930 0.9075 0.215
H 4.6423 -0.5903 0.7728 0.225
H 4.0589 0.4199 -0.7967 0.202
C -1.6236 0.3068 2.1657 0.043
C -2.9051 0.0590 2.7099 -0.253
C -3.9947 -0.0978 1.8638 -0.171
C -3.7765 -0.0794 0.4722 -0.226
H -0.7642 0.6056 2.7926 0.218
H -2.9874 0.0305 3.7889 0.224
H -5.0086 -0.1744 2.2435 0.223
H -4.5623 -0.1692 -0.2697 0.217
N -1.3926 0.1875 0.8430 -0.429
C -2.4437 0.0886 0.0007 0.163
C -2.1425 0.2707 -1.4396 0.174
N -0.8542 0.1557 -1.7529 -0.424
C -0.4150 0.3674 -2.9770 0.059
C -2.6887 0.7552 -3.7422 -0.173
C -1.3178 0.6178 -4.0488 -0.249
H 0.6490 0.3341 -3.1274 0.198
H -0.9199 0.6961 -5.0528 0.224
C -3.1211 0.6394 -2.4100 -0.231
H -4.1381 0.8428 -2.1076 0.219
H -3.4174 0.9516 -4.5535 0.224
Be 2.5968 0.1503 0.8213 1.553
C 1.6854 1.5391 0.2868 -0.828
H 0.6052 1.2778 0.4283 0.231
H 1.9137 1.6743 -0.7987 0.196
H 1.9752 2.4420 0.8839 0.207
Cl 3.0906 -3.4900 -1.5254 0.023
C 1.9405 -3.5660 -0.2581 -0.021
C 1.5570 -4.8111 0.2342 -0.234
C 0.6301 -4.9169 1.2823 -0.187
C 0.1177 -3.7558 1.8607 -0.239
C 0.4762 -2.5077 1.3616 -0.097
C 1.4280 -2.3800 0.3279 -0.129
C 1.7028 -1.0673 -0.2329 -0.564
H 1.9971 -5.6958 -0.1848 0.224
H 0.3397 -5.8868 1.6576 0.217
H -0.5468 -3.7951 2.7065 0.214
H 0.0403 -1.5992 1.7683 0.215
H 2.4987 -1.0207 -0.9932 0.232
H 0.7746 -0.5573 -0.5525 0.278
```